No. 1
{
  "formula": "C24H35N3O2S2",
  "method": "ωB97M-V with the def2-TZVPD basis set",
  "elements": ["C", "H", "H", "H", "C", "N", "C", "C", "C", "C", "C", "O", "N", "C", "H", "C", "H", "H", "C", "C", "O", "N", "H", "C", "H", "H", "C", "C", "H", "H", "S", "C", "C", "C", "C", "C", "C", "H", "H", "H", "H", "H", "H", "H", "H", "H", "H", "H", "H", "H", "C", "C", "H", "H", "H", "H", "H", "H", "H", "S", "C", "C", "H", "H", "H", "H"],
  "positions_angstrom": [[-2.48, 1.67, -1.84], [-2.31, 1.35, -0.85], [-3.55, 1.20, -2.12], [-2.29, 2.65, -2.01], [-1.19, 0.76, -2.68], [-1.47, -0.48, -2.42], [-2.26, -1.18, -3.19], [-2.13, -2.80, -2.60], [-1.25, -2.73, -1.50], [-0.89, -1.35, -1.50], [-0.25, -0.77, -0.20], [-0.52, 0.12, 0.47], [1.24, -1.42, -0.14], [1.71, -2.24, -0.91], [2.30, -3.15, -0.30], [2.92, -1.30, -1.62], [2.68, -1.01, -2.73], [3.81, -2.00, -1.80], [3.23, -0.36, -0.80], [2.33, 1.05, -1.13], [1.84, 0.92, -2.14], [2.34, 2.15, -0.19], [2.79, 1.92, 0.65], [1.52, 3.32, -0.44], [2.25, 3.80, -0.32], [1.11, 3.02, -1.52], [0.67, 3.34, 0.48], [0.96, 3.59, 2.02], [1.86, 4.59, 1.87], [0.28, 4.11, 2.54], [1.81, 2.22, 2.92], [0.67, 1.72, 4.10], [-0.79, 1.41, 3.38], [-1.62, 0.99, 4.39], [-1.12, -0.18, 5.23], [-0.07, 0.13, 5.98], [1.20, 0.48, 4.89], [1.92, 1.16, 5.30], [1.32, -0.18, 4.22], [0.43, -0.57, 6.61], [-0.11, 1.12, 6.48], [-2.03, -0.29, 6.09], [-0.95, -0.98, 4.62], [-2.55, 0.76, 3.90], [-1.94, 1.75, 5.25], [-0.57, 0.56, 2.51], [-1.12, 2.30, 2.71], [0.47, 2.69, 4.51], [-0.20, 3.94, 0.32], [-0.04, 2.43, 0.78], [3.25, -0.68, 0.71], [1.80, -0.98, 1.10], [1.71, -1.86, 1.78], [1.33, 0.08, 1.33], [3.63, 0.23, 1.18], [3.70, -1.38, 0.80], [4.43, 0.06, -1.05], [1.14, -2.59, -1.63], [-1.10, -3.51, -0.93], [-3.34, -3.63, -3.77], [-3.62, -2.59, -4.66], [-3.23, -1.24, -4.33], [-3.40, -0.46, -4.82], [-4.34, -2.57, -5.31], [-0.32, 1.18, -2.40], [-1.50, 1.08, -3.74]],
  "lowdin_charge": [0.020, 0.010, 0.116, 0.002, -0.121, -0.105, -0.105, -0.221, -0.020, -0.108, -0.220, 0.094, -0.146, -0.228, 0.180, -0.188, 0.160, 0.135, -0.290, -0.391, 0.107, 0.097, 0.037, -0.244, 0.027, 0.202, -0.342, -0.372, 0.168, 0.015, 0.925, -0.645, -0.227, -0.287, -0.285, -0.207, -0.083, 0.093, 0.016, 0.105, 0.124, 0.189, 0.099, 0.111, 0.167, 0.150, 0.131, 0.087, 0.119, 0.140, -0.092, -0.117, 0.139, 0.101, 0.114, -0.042, 0.215, 0.054, 0.063, 1.077, -0.694, -0.037, -0.007, 0.030, 0.049, 0.158],
  "gap_ev": 7.76,
  "homo_ev": -7.20
}

No. 2
{
  "formula": "C24H35N3O5S",
  "method": "ωB97M-V with the def2-TZVPD basis set",
  "elements": ["C", "C", "O", "C", "C", "C", "N", "C", "O", "C", "C", "N", "C", "C", "C", "C", "C", "C", "S", "O", "O", "N", "C", "C", "C", "C", "C", "C", "C", "C", "C", "C", "O", "H", "H", "H", "H", "H", "H", "H", "H", "H", "H", "H", "H", "H", "H", "H", "H", "H", "H", "H", "H", "H", "H", "H", "H", "H", "H", "H", "H", "H", "H", "H", "H", "H", "H", "H"],
  "positions_angstrom": [[0.99, 5.07, 0.59], [2.12, 4.19, 0.06], [3.07, 5.01, -0.57], [4.11, 4.33, -1.23], [5.17, 3.74, -0.28], [5.34, 2.22, -0.41], [4.15, 1.50, -0.04], [3.97, 0.98, 1.18], [4.82, 0.95, 2.05], [2.61, 0.39, 1.41], [2.43, -0.24, 2.60], [1.29, -0.81, 3.02], [1.26, -1.42, 4.34], [0.72, -0.45, 5.39], [0.16, -0.73, 2.23], [-1.07, -1.26, 2.62], [-2.18, -1.16, 1.81], [-2.08, -0.53, 0.58], [-3.56, -0.39, -0.42], [-4.57, 0.19, 0.42], [-3.23, 0.27, -1.65], [-3.95, -1.99, -0.65], [-5.18, -2.49, -0.08], [-3.45, -2.69, -1.83], [-1.94, -2.52, -1.95], [-1.41, -3.34, -3.13], [-2.10, -2.91, -4.42], [-3.61, -3.07, -4.30], [-4.14, -2.25, -3.12], [-0.88, 0.00, 0.17], [0.25, -0.09, 0.97], [1.51, 0.48, 0.47], [1.58, 0.99, -0.65], [1.39, 5.78, 1.31], [0.54, 5.62, -0.23], [0.24, 4.45, 1.07], [2.57, 3.63, 0.89], [1.72, 3.46, -0.66], [3.68, 3.53, -1.86], [4.56, 5.08, -1.88], [4.90, 3.98, 0.74], [6.14, 4.21, -0.48], [5.61, 1.96, -1.44], [6.14, 1.89, 0.27], [3.35, 1.52, -0.66], [3.28, -0.28, 3.28], [2.28, -1.71, 4.59], [0.66, -2.33, 4.30], [-0.29, -0.13, 5.15], [0.72, -0.93, 6.36], [1.36, 0.43, 5.44], [-1.18, -1.75, 3.58], [-3.13, -1.56, 2.11], [-5.96, -2.65, -0.83], [-5.53, -1.74, 0.63], [-4.99, -3.43, 0.44], [-3.67, -3.76, -1.66], [-1.46, -2.83, -1.02], [-1.72, -1.47, -2.13], [-1.61, -4.41, -2.94], [-0.33, -3.21, -3.21], [-1.72, -3.51, -5.25], [-1.86, -1.87, -4.62], [-3.86, -4.12, -4.15], [-4.09, -2.74, -5.22], [-5.22, -2.38, -3.04], [-3.93, -1.19, -3.28], [-0.80, 0.51, -0.78]],
  "lowdin_charge": [-0.063, -0.287, -0.152, -0.215, -0.138, -0.176, 0.082, -0.460, 0.042, -0.020, 0.032, -0.038, -0.189, -0.057, -0.119, 0.010, -0.034, -0.258, 0.685, -0.281, -0.271, -0.253, -0.084, -0.333, -0.160, -0.189, -0.203, -0.195, -0.148, 0.024, -0.035, -0.306, 0.029, 0.075, 0.076, 0.072, 0.113, 0.109, 0.121, 0.121, 0.118, 0.107, 0.123, 0.118, 0.100, 0.146, 0.125, 0.117, 0.072, 0.079, 0.082, 0.106, 0.120, 0.089, 0.074, 0.092, 0.157, 0.122, 0.100, 0.114, 0.111, 0.108, 0.118, 0.114, 0.110, 0.113, 0.108, 0.129],
  "gap_ev": 8.66,
  "smiles": "CCOCCCNC(=O)c1cn(CC)c2ccc(S(=O)(=O)N(C)C3CCCCC3)cc2c1=O",
  "homo_ev": -8.76
}

No. 3
{
  "formula": "C24H35N6S3Sc",
  "method": "ωB97M-V with the def2-TZVPD basis set",
  "elements": ["Sc", "C", "C", "C", "C", "C", "C", "C", "C", "C", "C", "H", "H", "H", "H", "H", "H", "H", "H", "H", "H", "H", "H", "H", "H", "H", "C", "C", "S", "C", "C", "S", "C", "C", "S", "H", "H", "H", "H", "H", "H", "H", "H", "H", "H", "H", "H", "N", "C", "N", "C", "N", "N", "C", "N", "C", "C", "C", "C", "C", "N", "H", "H", "H", "H", "H", "H", "H", "H"],
  "positions_angstrom": [[-0.13, -0.11, -0.43], [-1.14, -1.01, -2.36], [0.10, -1.72, -2.16], [-0.02, -2.51, -0.98], [-1.30, -2.25, -0.41], [-1.99, -1.31, -1.25], [-3.45, -0.99, -1.13], [-1.91, -3.08, 0.67], [0.90, -3.60, -0.55], [1.17, -1.88, -3.20], [-1.54, -0.44, -3.68], [-3.76, -0.82, -0.10], [-4.03, -1.85, -1.50], [-3.73, -0.13, -1.73], [-1.21, -3.28, 1.49], [-2.18, -4.06, 0.26], [-2.81, -2.63, 1.08], [0.91, -3.70, 0.54], [1.91, -3.44, -0.91], [0.56, -4.56, -0.95], [1.34, -0.96, -3.77], [0.87, -2.66, -3.90], [2.11, -2.21, -2.75], [-1.49, -1.24, -4.42], [-0.88, 0.35, -4.03], [-2.57, -0.08, -3.68], [-1.64, 3.75, 2.02], [-0.13, 3.78, 2.18], [0.78, 2.46, 1.29], [1.63, 3.38, -0.03], [0.76, 3.69, -1.23], [0.00, 2.20, -2.00], [-1.78, 2.64, -1.89], [-2.33, 2.55, -0.47], [-2.22, 4.20, 0.35], [-2.07, 4.50, 2.69], [-2.06, 2.78, 2.27], [0.12, 3.65, 3.24], [0.28, 4.73, 1.84], [2.49, 2.76, -0.30], [2.00, 4.31, 0.40], [1.35, 4.18, -2.01], [-0.07, 4.35, -0.95], [-2.28, 1.95, -2.57], [-1.88, 3.65, -2.29], [-1.76, 1.82, 0.12], [-3.38, 2.27, -0.49], [3.17, 0.06, -1.64], [3.02, -0.57, -0.48], [4.01, -1.34, -0.08], [3.86, -1.96, 1.09], [4.77, -2.82, 1.50], [2.78, -1.74, 1.90], [1.84, -0.98, 1.42], [1.85, -0.39, 0.20], [0.67, -0.72, 2.29], [0.80, -0.82, 3.68], [-0.29, -0.50, 4.48], [-1.47, -0.12, 3.87], [-1.53, -0.08, 2.49], [-0.48, -0.35, 1.70], [4.05, -0.06, -2.13], [2.46, 0.67, -2.02], [5.57, -3.04, 0.94], [4.64, -3.28, 2.39], [1.74, -1.14, 4.09], [-0.22, -0.57, 5.56], [-2.34, 0.14, 4.46], [-2.46, 0.16, 1.98]],
  "lowdin_charge": [0.863, -0.300, -0.281, -0.256, -0.263, -0.276, -0.008, -0.007, 0.002, -0.016, -0.023, 0.078, 0.110, 0.074, 0.084, 0.111, 0.080, 0.082, 0.077, 0.112, 0.085, 0.109, 0.072, 0.107, 0.068, 0.081, -0.506, -0.461, 0.897, -0.482, -0.463, 0.892, -0.469, -0.511, 0.934, 0.088, 0.060, 0.083, 0.086, 0.069, 0.096, 0.094, 0.032, 0.067, 0.093, 0.012, 0.083, 0.213, -0.418, 0.206, -0.404, 0.230, 0.210, -0.288, 0.062, -0.212, 0.043, 0.011, 0.002, -0.104, -0.011, 0.140, 0.082, 0.137, 0.132, 0.128, 0.132, 0.128, 0.126],
  "gap_ev": 7.65,
  "total_charge": 2,
  "homo_ev": -14.01
}